{
  "formula": "C25H44MgN3Se2",
  "method": "ωB97M-V/def2-TZVPD",
  "species": ["Mg", "C", "C", "C", "C", "C", "C", "C", "C", "C", "C", "C", "C", "C", "C", "C", "C", "C", "H", "H", "H", "H", "H", "H", "H", "H", "H", "H", "H", "H", "H", "H", "H", "H", "H", "H", "H", "H", "H", "H", "H", "H", "H", "H", "H", "H", "H", "C", "Se", "C", "C", "Se", "C", "H", "H", "H", "H", "H", "H", "H", "H", "H", "H", "N", "C", "C", "N", "C", "C", "N", "H", "H", "H", "H", "H"],
  "positions_angstrom": [[-0.133, 0.138, 0.340], [-0.276, -1.135, 2.207], [-1.359, -0.201, 2.278], [-0.767, 1.106, 2.400], [0.652, 0.914, 2.375], [0.961, -0.467, 2.293], [2.292, -1.126, 2.608], [3.447, -0.125, 2.581], [2.582, -2.291, 1.656], [2.186, -1.685, 4.039], [-1.367, 2.475, 2.767], [-2.067, 2.352, 4.132], [-0.253, 3.516, 2.948], [-2.345, 3.075, 1.742], [-2.785, -0.767, 2.419], [-2.999, -1.182, 3.885], [-2.956, -2.031, 1.555], [-3.916, 0.171, 1.988], [-0.413, -2.204, 2.189], [1.390, 1.694, 2.473], [3.569, 0.349, 1.607], [4.377, -0.642, 2.825], [3.298, 0.653, 3.332], [2.678, -1.946, 0.623], [1.789, -3.042, 1.708], [3.517, -2.784, 1.930], [1.952, -0.883, 4.740], [3.132, -2.142, 4.338], [1.399, -2.437, 4.112], [-1.400, 1.886, 4.859], [-2.978, 1.763, 4.078], [-2.336, 3.343, 4.501], [0.429, 3.245, 3.754], [-0.707, 4.475, 3.204], [0.322, 3.659, 2.031], [-3.075, 2.367, 1.365], [-1.805, 3.511, 0.897], [-2.890, 3.897, 2.211], [-2.260, -1.928, 4.180], [-3.994, -1.616, 4.008], [-2.907, -0.338, 4.566], [-2.297, -2.844, 1.856], [-2.785, -1.808, 0.499], [-3.978, -2.397, 1.662], [-3.995, 1.055, 2.613], [-4.867, -0.360, 2.063], [-3.791, 0.478, 0.946], [3.307, -0.528, -2.716], [2.584, 0.324, -1.125], [2.503, 2.140, -1.853], [1.132, 2.512, -2.377], [-0.126, 2.621, -0.899], [-1.748, 2.843, -1.952], [4.355, -0.261, -2.809], [2.751, -0.239, -3.604], [3.215, -1.601, -2.565], [3.244, 2.186, -2.649], [2.826, 2.809, -1.056], [0.762, 1.780, -3.094], [1.144, 3.499, -2.840], [-1.738, 2.147, -2.787], [-1.805, 3.865, -2.314], [-2.590, 2.644, -1.293], [-0.187, -4.812, -1.805], [-0.660, -3.552, -1.916], [-0.286, -2.540, -1.009], [-0.751, -1.311, -1.139], [-1.589, -1.043, -2.149], [-1.952, -2.047, -3.026], [-1.496, -3.288, -2.919], [0.404, -5.089, -1.043], [-0.518, -5.510, -2.447], [0.383, -2.744, -0.180], [-1.972, -0.037, -2.238], [-2.636, -1.851, -3.842]],
  "forces_ev_per_angstrom": [[0.2, 0.1, -0.4], [-0.1, 0.0, 0.1], [-0.1, -0.2, 0.0], [0.1, 0.0, 0.0], [-0.1, -0.1, 0.0], [0.0, 0.1, 0.2], [0.0, -0.1, 0.0], [0.0, 0.0, 0.0], [0.0, 0.0, 0.0], [0.0, 0.0, -0.1], [0.0, 0.0, 0.0], [0.0, 0.0, 0.0], [0.0, 0.0, 0.0], [0.0, 0.0, 0.0], [0.0, 0.0, 0.0], [0.0, 0.0, 0.0], [0.0, 0.1, 0.1], [0.1, -0.1, 0.1], [0.1, 0.0, 0.0], [0.0, 0.0, 0.0], [0.0, 0.0, 0.0], [0.0, 0.0, 0.0], [0.0, 0.0, 0.0], [0.0, 0.0, 0.0], [0.0, 0.0, 0.0], [0.0, 0.0, 0.0], [0.0, 0.0, 0.0], [0.0, 0.0, 0.0], [0.0, 0.0, 0.0], [0.0, 0.0, 0.0], [0.0, 0.0, 0.1], [0.0, 0.0, 0.0], [0.0, 0.0, 0.0], [0.0, 0.0, 0.0], [0.0, 0.0, 0.0], [0.0, 0.0, 0.0], [0.0, 0.0, 0.0], [0.0, 0.0, 0.0], [0.0, 0.0, 0.0], [0.0, 0.0, 0.0], [0.0, 0.0, 0.0], [0.0, 0.0, 0.0], [0.0, 0.0, 0.0], [0.0, 0.0, 0.0], [0.0, 0.0, -0.1], [0.0, 0.0, 0.0], [0.0, 0.0, 0.0], [-0.2, -0.2, 0.0], [0.2, 0.2, 0.0], [0.0, -0.1, 0.1], [0.0, 0.0, -0.1], [-0.1, -0.1, 0.0], [0.0, 0.0, 0.0], [0.0, 0.0, 0.0], [0.0, 0.0, 0.0], [0.0, 0.0, -0.1], [0.0, 0.0, 0.0], [0.0, 0.0, 0.0], [0.0, 0.0, 0.0], [0.0, 0.0, 0.0], [0.0, 0.0, 0.0], [0.0, 0.0, 0.0], [0.0, 0.0, 0.0], [0.0, 0.1, 0.0], [0.0, -0.1, 0.0], [0.0, 0.0, 0.0], [0.1, 0.2, 0.1], [0.0, 0.0, 0.0], [0.0, -0.1, 0.0], [0.0, 0.0, 0.0], [0.0, 0.0, 0.0], [0.0, 0.0, 0.0], [0.0, 0.0, 0.0], [0.0, 0.0, 0.0], [0.0, 0.0, 0.0]],
  "charge": 1,
  "e_tot_ev": -167243.564,
  "de_lowest_kcal_mol": 8.69,
  "homo_energy_ha": -0.388,
  "molar_mass_g_mol": 568.87
}

---

{
  "formula": "C25H44N11O2Ru",
  "method": "ωB97M-V/def2-TZVPD",
  "species": ["Ru", "C", "N", "C", "N", "C", "N", "C", "N", "C", "C", "H", "H", "H", "H", "H", "H", "H", "H", "H", "H", "H", "H", "O", "C", "O", "H", "N", "C", "C", "C", "C", "C", "C", "C", "N", "C", "C", "N", "C", "H", "H", "H", "H", "H", "H", "H", "C", "C", "C", "C", "N", "N", "H", "H", "H", "H", "H", "H", "H", "H", "H", "H", "H", "H", "C", "C", "C", "C", "N", "N", "H", "H", "H", "H", "H", "H", "H", "H", "H", "H", "H", "H"],
  "positions_angstrom": [[0.468, 0.490, -1.007], [1.746, -2.367, -1.426], [1.624, -3.797, -1.470], [0.632, -4.183, -2.474], [-0.667, -3.601, -2.151], [-0.557, -2.169, -2.136], [0.436, -1.677, -1.084], [-0.001, -2.273, 0.229], [-0.121, -3.706, 0.199], [1.182, -4.281, -0.159], [-1.095, -4.079, -0.838], [2.068, -1.992, -2.401], [2.466, -2.116, -0.654], [0.552, -5.269, -2.496], [0.952, -3.834, -3.456], [-1.517, -1.710, -1.923], [-0.198, -1.817, -3.102], [-0.974, -1.835, 0.469], [0.746, -1.980, 0.970], [1.100, -5.366, -0.189], [1.918, -4.009, 0.600], [-2.066, -3.646, -0.592], [-1.192, -5.163, -0.861], [0.278, 0.507, -3.057], [0.103, 1.767, -3.117], [0.055, 2.431, -2.047], [-0.003, 2.255, -4.089], [-1.397, -0.187, 9.627], [-1.155, 0.064, 8.533], [-0.849, 0.376, 7.162], [-1.641, -0.145, 6.143], [-1.354, 0.159, 4.824], [-0.266, 0.969, 4.543], [0.535, 1.492, 5.545], [0.235, 1.198, 6.864], [0.047, 1.277, 3.173], [0.411, 2.506, 2.680], [0.607, 2.337, 1.348], [0.370, 1.013, 1.019], [0.031, 0.409, 2.151], [-2.487, -0.772, 6.388], [-1.991, -0.211, 4.031], [1.392, 2.107, 5.306], [0.845, 1.594, 7.664], [0.469, 3.379, 3.306], [0.863, 3.068, 0.600], [-0.195, -0.633, 2.283], [3.792, 2.903, -0.738], [3.637, 2.001, -1.953], [3.146, 2.802, -3.151], [4.945, 1.288, -2.284], [2.595, 0.937, -1.668], [2.801, 0.142, -0.510], [4.473, 3.715, -0.989], [4.230, 2.392, 0.122], [2.840, 3.352, -0.451], [3.921, 3.509, -3.445], [2.244, 3.363, -2.915], [2.959, 2.155, -4.013], [5.701, 2.018, -2.570], [4.821, 0.601, -3.125], [5.342, 0.736, -1.430], [2.569, 0.316, -2.474], [3.000, 0.753, 0.275], [3.575, -0.513, -0.611], [-4.314, -0.199, -0.085], [-3.998, 0.491, -1.409], [-4.837, -0.119, -2.525], [-4.247, 1.997, -1.310], [-2.593, 0.176, -1.794], [-1.631, 0.692, -0.869], [-5.376, -0.096, 0.130], [-3.796, 0.247, 0.771], [-4.085, -1.266, -0.133], [-5.892, 0.095, -2.360], [-4.705, -1.200, -2.569], [-4.566, 0.304, -3.495], [-5.274, 2.198, -1.010], [-4.083, 2.484, -2.274], [-3.605, 2.478, -0.565], [-2.380, 0.577, -2.702], [-1.930, 0.373, 0.050], [-1.681, 1.716, -0.850]],
  "forces_ev_per_angstrom": [[-0.2, -0.3, -1.1], [0.0, 0.0, 0.0], [0.0, 0.0, 0.0], [0.0, -0.1, 0.0], [0.0, 0.0, 0.1], [0.1, 0.1, -0.1], [-0.1, -0.2, 0.5], [0.0, 0.0, 0.0], [0.1, 0.0, -0.1], [0.0, 0.0, 0.0], [0.0, 0.0, 0.0], [0.0, 0.0, 0.0], [-0.1, -0.1, 0.0], [0.0, 0.0, 0.0], [0.0, 0.0, 0.0], [-0.1, 0.0, 0.0], [0.0, 0.0, 0.0], [0.0, 0.0, 0.0], [0.0, 0.0, 0.0], [0.0, 0.0, 0.0], [0.0, 0.0, 0.0], [0.0, 0.0, 0.0], [0.0, 0.0, 0.0], [0.0, 0.1, -0.3], [0.0, 0.1, 0.1], [0.1, -0.2, 0.2], [0.0, 0.0, 0.0], [0.0, 0.0, 0.0], [0.0, 0.0, 0.0], [0.0, 0.0, 0.0], [0.0, 0.0, 0.0], [0.0, 0.0, 0.0], [0.0, 0.0, -0.1], [0.0, 0.0, 0.0], [0.0, 0.0, 0.0], [-0.1, 0.0, 0.0], [0.0, 0.0, 0.0], [-0.1, 0.0, 0.0], [0.1, 0.2, 0.2], [0.1, 0.0, 0.0], [0.0, 0.0, 0.0], [0.0, 0.0, 0.0], [0.0, 0.0, 0.0], [0.0, 0.0, 0.0], [0.0, 0.0, 0.0], [0.0, 0.0, 0.0], [0.0, 0.0, 0.0], [0.0, 0.0, 0.0], [0.0, 0.0, 0.1], [0.0, -0.1, -0.1], [0.0, 0.0, 0.0], [-0.2, 0.0, 0.1], [0.1, 0.0, 0.2], [0.0, 0.0, 0.0], [0.0, 0.0, 0.0], [0.0, 0.0, 0.0], [0.0, 0.0, 0.0], [0.0, 0.0, 0.0], [0.0, 0.0, 0.0], [0.0, 0.0, 0.0], [0.0, 0.0, 0.0], [0.0, 0.0, 0.0], [0.1, 0.0, 0.0], [0.0, 0.1, 0.0], [0.0, 0.1, 0.0], [0.0, 0.0, 0.0], [-0.1, 0.0, -0.1], [0.0, 0.0, 0.0], [0.1, 0.0, 0.0], [0.1, -0.2, 0.1], [0.2, 0.2, 0.2], [0.0, 0.0, 0.0], [0.0, 0.0, 0.0], [0.0, 0.0, 0.0], [0.0, 0.0, 0.0], [0.0, 0.0, 0.0], [0.0, 0.0, 0.0], [0.0, 0.0, 0.0], [0.0, 0.0, 0.0], [0.0, 0.0, 0.0], [0.0, 0.0, 0.0], [0.0, 0.0, 0.0], [-0.1, 0.0, 0.2]],
  "spin_multiplicity": 2,
  "charge": 2,
  "s_squared": 0.755,
  "e_tot_ev": -49692.380,
  "de_lowest_kcal_mol": 21.18,
  "homo_energy_ha": [-0.522, -0.522],
  "molar_mass_g_mol": 631.77
}